# 1
A molecular structure, C37H34BrN6O3S3V in a non-equilibrium geometry, computed with the ωB97M-V functional and the def2-TZVPD basis.

Computed properties:
HOMO energy (alpha / beta): -2.93 / -2.98 eV
Spin multiplicity: 2
Gap between HOMO and LUMO (alpha / beta): 5.13 / 5.19 eV
Total charge: -1
Expectation value of S²: 0.779

Geometry as XYZ:
```
85
Properties=species:S:1:pos:R:3:mulliken_charge:R:1
Br -0.682 -3.895 -0.299 -0.225
V -1.551 -0.909 0.600 0.433
S -4.185 1.929 -1.777 -0.111
S -2.619 0.844 -2.644 -0.202
S 0.162 2.160 -3.164 -0.145
O -0.770 -1.547 2.378 -0.341
O -1.788 1.096 0.603 -0.222
O -1.001 -3.409 3.911 -0.648
N 0.418 -0.922 0.156 -0.268
N -3.077 2.991 -1.022 -0.037
N -1.749 3.139 -1.604 -0.171
N 1.198 -1.597 1.167 0.078
N -3.431 -1.481 0.688 -0.179
N -4.878 -4.843 2.646 -0.622
C 0.876 3.757 -2.609 -0.652
C 2.286 -4.532 5.304 -0.340
C 0.319 -3.551 4.128 -0.057
C 0.619 -1.538 2.510 0.744
C -3.491 -1.487 2.072 -0.170
C -3.987 -2.477 0.017 -0.349
C 0.728 -2.891 -1.176 1.458
C 2.556 -2.789 3.635 -0.418
C -4.535 -3.622 2.039 0.927
C 2.497 4.529 -4.359 -0.258
C -0.053 2.087 1.873 -0.102
C -3.128 3.569 0.214 -0.520
C 0.335 3.141 2.652 -0.850
C 1.215 -2.682 3.405 0.300
C 5.178 -3.985 -2.988 -0.483
C -4.271 4.373 0.710 -1.227
C 1.595 -3.673 -1.843 -1.138
C -1.942 3.408 1.019 1.363
C 1.843 6.332 -5.808 -0.166
C -1.553 4.476 1.844 -0.874
C -4.019 -2.530 2.750 -0.424
C 0.548 6.270 -5.361 -0.716
C -4.590 -3.596 0.632 -0.811
C 2.960 -3.353 -2.131 1.157
C 0.503 -1.471 -1.031 -1.455
C 4.677 -1.734 -2.326 -0.475
C 1.239 4.547 -3.792 0.212
C 5.592 -2.697 -2.814 -0.436
C 0.884 -4.443 5.073 -0.583
C 3.133 -3.764 4.491 -0.893
C -0.433 4.313 2.643 -0.588
C 0.220 5.326 -4.388 -0.209
C 3.351 -1.998 -2.126 -0.271
C 2.839 5.471 -5.347 -0.716
C 3.863 -4.322 -2.626 -0.634
C -1.459 2.159 -2.376 0.509
C -1.269 2.137 1.169 0.164
H -4.556 -5.010 3.612 0.245
H -0.829 5.126 -4.189 0.339
H 5.946 -4.736 -3.177 0.315
H 1.369 -4.770 -1.910 0.191
H 1.287 3.162 3.112 0.446
H 0.431 -0.754 -1.898 0.160
H 0.976 -0.610 3.088 -0.011
H -0.260 6.931 -5.727 0.325
H 0.099 4.302 -2.054 0.412
H 0.047 5.112 3.150 0.331
H 3.873 5.510 -5.727 0.338
H 4.175 -3.763 4.593 0.424
H -5.135 4.053 0.165 0.370
H -1.020 -2.790 3.104 0.381
H 2.618 -1.204 -1.957 0.388
H 6.558 -2.346 -3.231 0.300
H -4.383 4.030 1.795 0.303
H -5.139 -4.274 -0.016 0.392
H 1.811 3.565 -2.083 0.507
H 2.681 -5.187 6.140 0.287
H 2.154 -1.223 1.216 0.301
H -3.972 -2.327 -1.040 0.427
H 5.011 -0.714 -2.118 0.331
H -3.203 -0.553 2.592 0.277
H 3.274 3.846 -3.991 0.350
H -4.782 -5.649 2.079 0.217
H 3.574 -5.372 -2.661 0.299
H -1.918 5.507 1.830 0.252
H 0.568 1.183 1.833 0.290
H 0.299 -5.166 5.612 0.375
H -4.091 5.439 0.741 0.255
H 3.204 -2.075 3.096 0.234
H -3.906 -2.652 3.841 0.239
H 2.062 7.093 -6.537 0.351
```

# 2
C2H5N7O in the gas phase in a non-equilibrium geometry, computed with the ωB97M-V functional and the def2-TZVPD basis.

Computed properties:
HOMO energy (alpha / beta): -8.41 / -8.41 eV
SMILES string: Nc1nnc(/N=[NH+]/[O-])n1N
Gap between HOMO and LUMO (alpha / beta): 8.15 / 8.16 eV
Total charge: 0

Geometry as XYZ:
```
15
Properties=species:S:1:pos:R:3:mulliken_charge:R:1
O -4.140 -0.089 -0.018 -0.588
N 0.896 1.116 1.262 -0.571
N 0.431 -0.359 -0.225 0.472
N -3.019 0.215 0.296 0.407
N -0.448 0.910 1.351 -0.405
N 2.784 0.347 0.022 -0.432
N 0.539 -1.295 -1.265 -0.983
N -1.950 -0.381 -0.070 -0.387
C 1.451 0.331 0.370 0.616
C -0.738 0.098 0.355 0.549
H 3.304 -0.372 -0.201 0.214
H 1.143 -1.014 -2.003 0.219
H -0.349 -1.516 -1.653 0.283
H -3.035 0.904 1.161 0.330
H 3.132 1.104 0.618 0.274
```

# 3
2 unconnected molecules or ions with the total composition C3H9NS in a non-equilibrium geometry, computed with the ωB97M-V functional and the def2-TZVPD basis.

Computed properties:
HOMO energy: -8.81 eV
SMILES string: C=N.CCS
Gap between HOMO and LUMO: 9.82 eV
Total charge: 0

Geometry as XYZ:
```
14
Properties=species:S:1:pos:R:3:mulliken_charge:R:1
S -0.325 2.179 0.438 -0.224
N -0.201 -1.256 -1.745 -0.425
C 0.140 -0.677 -2.822 -0.268
C -0.830 0.560 1.117 -0.416
C 0.331 -0.249 1.711 -0.807
H -0.165 0.354 -3.010 0.235
H 0.566 2.483 1.393 0.083
H 1.082 0.432 2.110 0.295
H 0.611 -1.781 -1.412 0.226
H -0.023 -0.869 2.533 0.277
H 0.776 -0.866 0.935 0.124
H -1.321 -0.012 0.333 0.318
H -1.572 0.774 1.885 0.346
H 0.931 -1.072 -3.466 0.237
```

# 4
15 unconnected molecules or ions with the total composition C5H37NO14 in a non-equilibrium geometry, computed with the ωB97M-V functional and the def2-TZVPD basis.

Computed properties:
HOMO energy: -8.22 eV
Gap between HOMO and LUMO: 8.44 eV
Total charge: 0

Geometry as XYZ:
```
57
Properties=species:S:1:pos:R:3:mulliken_charge:R:1
O 1.274 0.623 -3.343 -0.625
O 2.334 -0.751 1.910 -0.544
O 2.291 2.272 2.749 -0.679
O 1.858 -4.859 1.086 -0.694
O -3.781 0.651 -2.095 -0.703
O -4.451 -0.770 -0.055 -0.686
O -1.679 0.434 -4.158 -0.607
O 1.480 -3.138 3.611 -0.750
O -1.115 -2.585 2.895 -0.634
O 1.974 -1.272 -1.083 -0.731
O 2.194 3.943 -0.288 -0.644
O -3.161 -2.721 1.019 -0.661
O 3.333 -3.439 -0.504 -0.699
O 0.408 3.080 -3.264 -0.687
N 0.722 1.543 -0.157 0.563
C -0.708 4.149 -0.113 -0.842
C -0.426 1.828 0.705 0.456
C -1.368 -0.432 0.445 -0.233
C -1.394 0.970 0.933 0.093
C -0.436 3.280 0.850 -0.916
H -2.371 -2.421 1.520 0.329
H -0.013 3.745 1.738 0.296
H 1.552 -3.912 3.052 0.391
H 0.708 2.293 -0.847 0.031
H 2.328 3.000 -0.472 0.328
H 1.576 -2.340 3.081 0.337
H 2.675 -4.324 0.834 0.443
H 2.326 0.157 2.248 0.298
H -0.770 5.226 0.022 0.288
H -2.236 -0.096 -4.738 0.285
H -4.060 -1.536 0.480 0.426
H 2.743 -2.683 -0.351 0.413
H -3.508 -3.502 1.453 0.262
H -4.516 1.244 -1.920 0.264
H 0.841 1.528 -3.342 0.316
H -0.148 -2.704 3.061 0.294
H 1.265 -4.511 0.415 0.281
H -1.146 3.975 -1.068 0.220
H -3.856 -0.007 -1.345 0.504
H 0.724 0.086 -3.922 0.304
H -1.661 -1.212 1.101 -0.499
H -2.329 1.364 1.364 0.358
H -0.558 2.957 -3.236 0.354
H 3.186 -0.806 1.467 0.293
H 3.165 2.520 3.055 0.267
H 0.491 2.916 -4.228 0.342
H 3.129 -3.870 -1.335 0.311
H 1.971 -0.669 -1.850 0.217
H -2.197 0.316 -3.348 0.348
H -1.250 -2.352 3.829 0.306
H 2.437 -0.798 -0.377 0.228
H 2.099 2.781 1.952 0.369
H -0.341 -0.840 0.440 0.243
H -1.895 -0.485 -0.481 0.323
H 0.672 0.577 -0.434 -0.126
H -5.361 -1.061 -0.221 0.271
H 1.756 4.190 -1.111 0.307
```

Q: total charge of number 2 (C2H5N7O)?
A: 0